Record 1
A molecular structure, C3H3NO3. Source: OMol25; level of theory: ωB97M-V with the def2-TZVPD basis set.

Last column: Löwdin charge in e.
Cartesian coordinates (Å):
C -0.722 0.573 0.336  -0.513
C 1.415 -0.395 -0.020  -0.279
C -0.464 -1.108 -0.570  0.026
O -1.524 1.614 0.199  0.179
N -1.354 -0.644 0.251  0.127
O 0.511 0.847 0.661  0.049
O 2.194 -0.082 -0.864  0.052
H -0.981 2.418 0.270  0.149
H 1.551 -1.134 0.772  0.132
H -0.626 -2.089 -1.035  0.077

Summary:
Energy relative to the best compared isomer or geometry (same formula, charge and spin) in kcal/mol: 101.5
Multiplicity: 1
LUMO level in hartree: 0.00824
Highest occupied orbital energy in eV: -8.7
Orbital gap in eV: 8.9

Record 2
A single C4H9N7 molecule. Source: OMol25; level of theory: ωB97M-V with the def2-TZVPD basis set.

Last column: Löwdin charge in e.
Cartesian coordinates (Å):
H 1.649 -2.232 1.044  0.060
N 1.077 -1.460 0.693  0.074
C 1.645 -0.594 -0.096  -0.553
N 2.748 -0.985 -0.823  0.097
N 1.217 0.700 -0.285  0.042
C 0.268 1.317 0.615  -0.189
C -1.091 1.581 -0.016  -0.103
C -1.976 0.362 -0.102  -0.348
N -3.115 0.116 -0.662  0.030
N -3.372 -1.181 -0.544  -0.068
N -2.468 -1.757 0.137  0.000
N -1.592 -0.780 0.522  0.071
H 3.445 -0.329 -1.206  0.103
H 2.974 -2.034 -0.702  0.142
H 1.200 0.999 -1.260  0.146
H 0.641 2.331 0.796  0.121
H 0.171 0.719 1.480  0.102
H -1.574 2.288 0.585  0.093
H -1.128 2.013 -1.055  0.139
H -0.720 -1.077 0.878  0.042

Summary:
SMILES: [H]/N=C(\N)NCCc1nnn[nH]1
Energy relative to the best compared isomer or geometry (same formula, charge and spin) in kcal/mol: 12.0
Multiplicity: 1
LUMO level in hartree: 0.01731
Highest occupied orbital energy in eV: -9.7
Orbital gap in eV: 10.2

Record 3
A single C6H10 molecule. Source: OMol25; level of theory: ωB97M-V with the def2-TZVPD basis set.

Last column: Löwdin charge in e.
Cartesian coordinates (Å):
C -0.827 0.699 -1.859  -0.063
C 0.067 0.175 -0.781  -0.318
C 0.161 -1.125 -0.498  -0.076
C 0.249 -1.354 0.987  -0.187
C 0.500 0.058 1.577  -0.172
C 0.523 1.032 0.375  -0.155
H -0.546 1.627 -2.370  0.073
H -1.062 -0.079 -2.590  0.075
H -1.773 0.915 -1.327  0.091
H -0.101 -1.915 -1.199  0.107
H -0.768 -1.692 1.259  0.108
H 0.915 -2.141 1.358  0.099
H -0.315 0.335 2.251  0.101
H 1.423 0.102 2.160  0.099
H 1.527 1.442 0.195  0.112
H -0.135 1.898 0.507  0.106

Summary:
SMILES: CC1=CCCC1
Energy relative to the best compared isomer or geometry (same formula, charge and spin) in kcal/mol: 12.5
Multiplicity: 1
LUMO level in hartree: 0.04216
Highest occupied orbital energy in eV: -8.5
Orbital gap in eV: 9.6

Record 4
A gas-phase ion, C17H25Br4F2N2O2 (charge +1). Source: OMol25; level of theory: ωB97M-V with the def2-TZVPD basis set.

Last column: Löwdin charge in e.
Cartesian coordinates (Å):
C 3.765 1.441 0.541  -0.132
C 2.696 2.437 -0.232  -0.224
C 1.164 2.241 0.412  -0.290
C 0.600 3.804 0.606  -0.080
C 0.200 1.315 -0.536  -0.217
C 0.979 0.165 -1.410  -0.119
C -0.145 -0.858 -1.999  -0.103
N -0.826 -1.742 -0.933  -0.080
C -0.234 -3.169 -0.925  -0.596
Br -0.738 -4.197 -2.617  0.748
C 1.379 -3.215 -0.660  -0.663
C 2.309 -3.410 -1.994  -0.202
Br 1.700 -4.884 0.470  0.699
C -0.819 -1.074 0.420  -0.187
N -1.827 -1.512 1.418  0.065
C -1.433 -2.622 2.334  -0.171
O -0.211 -3.094 2.597  0.024
F -2.553 -3.303 3.089  0.024
C -3.254 -1.506 0.980  -0.130
O -4.081 -0.434 0.915  0.083
F -3.879 -2.800 0.515  0.006
C -1.042 0.575 0.234  -0.173
C -1.485 1.325 1.631  -0.558
Br -0.668 0.951 3.450  0.637
C -2.582 2.370 1.639  -0.605
C -3.392 2.897 0.314  -0.132
Br -3.097 3.250 3.398  0.610
H 3.835 1.858 1.658  0.099
H 4.838 1.601 0.082  0.088
H 3.422 0.315 0.562  0.062
H 3.057 3.545 0.026  0.119
H 2.716 2.354 -1.399  0.106
H 1.341 1.832 1.496  0.101
H 0.591 4.117 1.751  0.106
H -0.542 3.802 0.276  0.058
H 1.139 4.574 -0.091  0.088
H -0.291 2.057 -1.333  0.167
H 1.883 -0.328 -0.855  0.105
H 1.448 0.733 -2.350  0.150
H -1.024 -0.187 -2.449  0.169
H 0.284 -1.465 -2.899  0.120
H -1.799 -1.890 -1.340  0.179
H -0.727 -3.831 -0.061  0.102
H 1.814 -2.338 -0.021  0.090
H 3.432 -3.034 -1.863  0.113
H 1.890 -2.935 -2.976  0.061
H 2.402 -4.585 -2.175  0.079
H 0.257 -1.152 0.934  0.202
H -1.979 0.653 -0.499  0.139
H -3.815 1.950 -0.282  0.088
H -4.247 3.635 0.653  0.092
H -2.730 3.480 -0.467  0.085

Summary:
SMILES: CC[C@@H](C)[C@H]1CC[N@@H+]([C@@H](Br)[C@H](C)Br)[C@H](N(C(=O)F)C(=O)F)[C@H]1/C(Br)=C(\C)Br
Total charge: +1
Multiplicity: 1
LUMO level in hartree: -0.16297
Highest occupied orbital energy in eV: -11.7
Orbital gap in eV: 7.3

Record 5
2 unconnected molecules or ions with the total composition C2H2O4S. Source: OMol25; level of theory: ωB97M-V with the def2-TZVPD basis set.

Last column: Löwdin charge in e.
Cartesian coordinates (Å):
C -0.657 0.427 -0.914  -0.187
C -1.056 -0.286 0.298  -0.198
O 0.411 0.520 -1.449  0.005
O 1.389 0.874 1.241  -0.426
O -1.770 -1.294 0.418  0.087
O 1.832 -1.368 0.456  -0.393
S 2.016 0.045 0.243  0.897
H -1.493 0.817 -1.402  0.124
H -0.672 0.267 1.110  0.091

Summary:
Energy relative to the best compared isomer or geometry (same formula, charge and spin) in kcal/mol: 25.8
Multiplicity: 1
LUMO level in hartree: -0.03708
Highest occupied orbital energy in eV: -10.4
Orbital gap in eV: 9.4

Record 6
2 unconnected molecules or ions with the total composition C5H14NO. Source: OMol25; level of theory: ωB97M-V with the def2-TZVPD basis set.

Last column: Löwdin charge in e.
Cartesian coordinates (Å):
C 2.340 -1.807 1.147  -0.113
C 2.001 -1.457 -0.302  -0.239
C 0.473 -1.297 -0.558  -0.186
C -0.020 0.088 -0.343  -0.074
C -0.814 0.616 0.600  -0.082
N -1.220 2.006 0.445  0.178
H 3.290 -1.359 1.477  0.077
H 2.469 -2.845 1.441  0.074
H 1.602 -1.418 1.868  0.067
H 2.283 -2.372 -0.846  0.110
H 2.682 -0.707 -0.698  0.109
H -0.055 -2.089 -0.036  0.124
H 0.426 -1.547 -1.621  0.120
H 0.586 0.848 -0.851  0.130
H -0.933 0.064 1.525  0.137
H -1.183 2.495 1.335  0.172
H -2.201 2.069 0.106  0.110
H -0.726 2.521 -0.283  0.169
H -3.405 1.421 -1.870  0.058
H -4.067 2.757 -1.389  0.067
O -3.527 2.015 -1.148  -0.009

Summary:
Energy relative to the best compared isomer or geometry (same formula, charge and spin) in kcal/mol: 44.4
Total charge: +1
Multiplicity: 1
LUMO level in hartree: -0.11858
Highest occupied orbital energy in eV: -13.9
Orbital gap in eV: 10.7

Record 7
A molecular structure, C17H19AsN3O2OsSSe. Source: OMol25; level of theory: ωB97M-V with the def2-TZVPD basis set.

Last column: Löwdin charge in e.
Cartesian coordinates (Å):
Os 0.435 0.558 0.183  1.036
O 1.633 -6.880 1.619  0.177
C 0.735 -6.036 1.110  -0.460
O -0.397 -6.358 0.917  0.175
C 1.188 -4.626 0.742  -0.064
C 2.511 -4.251 0.525  0.044
C 2.839 -2.955 0.133  0.034
C 1.801 -2.056 -0.048  -0.265
C 0.469 -2.421 0.156  -0.049
C 0.160 -3.705 0.562  0.041
N 1.966 -0.683 -0.416  -0.095
C 2.939 -0.119 -1.045  0.032
C 2.839 1.317 -1.250  -0.214
C 3.799 2.089 -1.862  0.071
C 3.586 3.464 -1.981  0.054
C 2.419 4.014 -1.481  0.037
C 1.478 3.191 -0.881  -0.056
N 1.682 1.872 -0.769  -0.112
H 2.482 -6.474 1.821  0.115
H 3.317 -4.965 0.639  0.138
H 3.875 -2.681 0.005  0.132
H -0.350 -1.727 -0.091  0.062
H -0.861 -4.039 0.693  0.143
H 3.783 -0.688 -1.420  0.171
H 4.707 1.629 -2.232  0.152
H 4.329 4.089 -2.459  0.150
H 2.219 5.075 -1.555  0.145
H 0.551 3.580 -0.482  0.126
C -3.514 3.600 0.238  -0.205
As -3.521 1.694 0.053  0.935
C -4.044 0.706 1.613  -0.199
C -4.654 1.231 -1.418  -0.223
S -1.544 0.933 -0.798  0.270
H -4.499 3.848 0.644  0.076
H -3.407 4.040 -0.751  0.062
H -2.743 3.926 0.925  0.023
H -4.702 1.359 2.189  0.074
H -3.184 0.441 2.215  0.026
H -4.582 -0.180 1.280  0.064
H -5.664 1.542 -1.143  0.076
H -4.633 0.155 -1.581  0.061
H -4.335 1.764 -2.312  0.062
Se 0.894 0.572 2.616  0.827
C -0.538 1.737 2.602  -0.753
N -1.465 2.414 2.494  0.108

Summary:
Total charge: +3
Multiplicity: 5
LUMO level (spin up / spin down) in hartree: -0.42956 / -0.47275
Highest occupied orbital energy (spin up / spin down) in eV: -17.5 / -17.5
Orbital gap (spin up / spin down) in eV: 5.8 / 4.6

Record 8
2 unconnected molecules or ions with the total composition C5H6N. Source: OMol25; level of theory: ωB97M-V with the def2-TZVPD basis set.

Last column: Löwdin charge in e.
Cartesian coordinates (Å):
C -0.650 -1.165 0.136  -0.004
C 0.154 0.127 0.141  -0.070
C -0.977 0.022 -0.738  -0.065
C -1.121 0.020 0.937  0.050
C 2.442 0.177 -0.051  0.242
N -2.127 0.676 -0.090  0.271
H -0.375 -2.132 0.249  0.105
H 2.928 0.140 0.998  0.093
H 2.593 1.022 -0.676  0.022
H 2.308 -0.764 -0.591  0.037
H -2.206 1.651 -0.002  0.162
H -2.969 0.227 -0.314  0.159

Summary:
Energy relative to the best compared isomer or geometry (same formula, charge and spin) in kcal/mol: 237.3
Total charge: +1
Multiplicity: 1
LUMO level in hartree: -0.20824
Highest occupied orbital energy in eV: -14.5
Orbital gap in eV: 8.9

Record 9
A molecular structure, C17H21MnN6O4S. Source: OMol25; level of theory: ωB97M-V with the def2-TZVPD basis set.

Last column: Löwdin charge in e.
Cartesian coordinates (Å):
Mn 0.058 -0.469 -0.018  0.733
O 2.691 0.854 2.497  0.067
C 2.496 0.261 1.451  -0.582
O 1.443 -0.491 1.259  -0.159
C 3.499 0.329 0.335  -0.155
C 4.842 0.325 0.702  -0.026
C 5.846 0.358 -0.249  -0.088
C 5.501 0.419 -1.593  -0.094
C 4.170 0.448 -1.969  -0.135
C 3.150 0.403 -1.017  -0.566
S 1.487 0.538 -1.608  0.669
H 5.077 0.296 1.758  0.118
H 6.885 0.341 0.053  0.098
H 6.272 0.449 -2.353  0.099
H 3.902 0.508 -3.016  0.090
C -0.194 2.548 1.047  -0.075
N -0.977 1.311 1.102  -0.297
C -2.375 1.581 0.754  -0.080
C -0.940 0.743 2.468  -0.157
C -1.501 -0.648 2.415  -0.245
C -2.296 -1.159 3.431  -0.042
C -2.799 -2.451 3.341  -0.091
C -2.506 -3.224 2.230  -0.093
C -1.707 -2.710 1.210  -0.098
C -1.203 -1.418 1.286  -0.133
H -0.637 3.318 1.692  0.096
H -0.160 2.911 0.021  0.068
H 0.823 2.354 1.383  0.082
H -2.827 2.261 1.488  0.096
H -2.942 0.651 0.746  0.091
H -2.428 2.037 -0.228  0.053
H -1.508 1.384 3.156  0.129
H 0.101 0.718 2.794  0.116
H -2.525 -0.545 4.295  0.111
H -3.416 -2.850 4.136  0.099
H -2.890 -4.234 2.154  0.099
H -1.472 -3.355 0.373  0.083
N -1.232 1.817 -2.286  0.022
N -2.009 0.980 -3.086  -0.001
C -1.937 -0.358 -2.969  -0.365
N -2.564 -1.065 -3.908  0.207
N -1.248 -0.858 -1.930  0.099
N -0.866 -2.170 -1.990  -0.398
O -1.311 -2.992 -2.772  0.068
O -0.004 -2.441 -1.166  0.004
H -1.700 2.707 -2.199  0.096
H -0.290 1.926 -2.657  0.022
H -2.370 1.334 -3.959  0.150
H -2.947 -0.607 -4.716  0.123
H -2.460 -2.067 -3.887  0.093

Summary:
Energy relative to the best compared isomer or geometry (same formula, charge and spin) in kcal/mol: 18.0
Multiplicity: 5
LUMO level (spin up / spin down) in hartree: -0.02070 / -0.02101
Highest occupied orbital energy (spin up / spin down) in eV: -7.4 / -7.5
Orbital gap (spin up / spin down) in eV: 6.8 / 6.9

no.,F_max (hartree/bohr)
1,0.065
2,0.061
3,0.008
4,0.206
5,0.073
6,0.047
7,0.015
8,0.096
9,0.005